No. 1
{
  "formula": "C9H14O",
  "method": "ωB97M-V with the def2-TZVPD basis set",
  "species": ["C", "C", "C", "C", "C", "O", "C", "C", "H", "H", "H", "H", "H", "H", "H", "H", "C", "C", "H", "H", "H", "H", "H", "H"],
  "positions_angstrom": [[1.5804, 0.8267, -3.1246], [0.7373, -0.0207, -2.1701], [1.1179, -1.3018, -1.7706], [0.2480, -2.1216, -1.0806], [-1.0023, -1.5938, -0.6734], [-1.7215, -2.3247, 0.2193], [-1.4317, -0.3503, -1.1121], [-0.4917, 0.4329, -1.7892], [2.0678, 1.6134, -2.5472], [0.9315, 1.2899, -3.8605], [2.3324, 0.2131, -3.6138], [2.0950, -1.6835, -2.0325], [0.4199, -3.1128, -0.6850], [-2.2668, -1.7875, 0.8067], [-2.3937, 0.0778, -0.8804], [-0.7923, 1.4390, -2.0750], [-0.6060, 1.3194, 2.7233], [0.2422, 0.8481, 3.9000], [-0.0718, 1.0297, 1.8071], [-1.5127, 0.7297, 2.6585], [-0.7961, 2.3879, 2.7119], [1.1348, 1.4456, 4.0658], [0.5635, -0.1808, 3.7272], [-0.3842, 0.8246, 4.7951]],
  "forces_ev_per_angstrom": [[-0.1923, -0.3569, 1.1047], [0.8111, -0.1105, -0.7308], [-0.0241, -0.5498, -0.3282], [-1.3846, 0.7831, 1.0178], [0.3611, 0.3941, -0.1296], [-0.3310, -0.8561, 0.2358], [1.2546, 0.2078, 0.1473], [-1.4486, 0.4610, -0.1568], [0.1848, 0.1040, -0.2038], [0.0523, 0.0314, -0.1704], [0.0522, 0.0856, -0.0836], [0.0849, -0.0130, -0.1402], [0.6073, -0.0390, -0.2312], [0.1344, 0.1434, -0.4395], [-0.1747, -0.1585, 0.2384], [0.0179, -0.1058, -0.0955], [0.9935, -0.7603, -0.6841], [-0.5868, -0.2991, 0.1650], [-0.0717, 0.4908, -0.0241], [-0.4742, 0.2127, 0.2233], [-0.1908, 0.0070, 0.0449], [-0.0507, 0.1441, 0.0447], [0.0461, 0.0212, 0.0133], [0.3293, 0.1627, 0.1826]],
  "smiles": "Cc1ccc(O)cc1.CC"
}

=====

No. 2
{
  "formula": "C3H10N3S",
  "method": "ωB97M-V with the def2-TZVPD basis set",
  "species": ["C", "C", "C", "N", "N", "N", "S", "H", "H", "H", "H", "H", "H", "H", "H", "H", "H"],
  "positions_angstrom": [[0.8267, -0.6020, 0.1734], [-1.7642, 0.8356, -0.7348], [-1.3120, 0.6026, 0.6570], [1.5405, -1.6684, 0.0235], [3.1776, 0.4152, -0.5582], [-0.4796, -0.6300, 0.5592], [1.6780, 1.0410, -0.0329], [-0.8008, 1.0308, -1.3452], [-2.1614, -0.1625, -1.1813], [-2.5782, 1.5532, -0.8345], [-2.0982, 0.3541, 1.4534], [-0.7495, 1.4330, 0.9261], [1.0132, -2.5228, -0.3250], [2.5565, -1.6973, -0.2004], [3.3960, 0.6233, -1.6117], [3.8304, 0.8030, 0.0008], [-1.1092, -1.4046, 0.6845]],
  "forces_ev_per_angstrom": [[2.1019, 5.5706, -0.9651], [0.1292, -2.1388, -3.1053], [-0.8164, -2.4124, 1.4357], [1.0085, -6.4375, -0.9423], [-2.5833, -0.6890, -4.5051], [-3.2190, 1.7392, 1.5413], [-0.5963, -1.3784, -0.0335], [-1.9040, 0.2674, 0.7369], [0.3960, 1.6372, 0.6201], [0.3892, 0.2310, 0.0281], [0.8917, 0.5894, -1.3260], [1.2491, 1.2865, 1.0714], [1.1456, 1.1457, 0.3651], [-1.1314, 0.6766, 0.4292], [-0.6377, -0.4219, 2.6701], [2.9577, 1.4165, 2.1052], [0.6191, -1.0819, -0.1258]],
  "spin_multiplicity": 3,
  "s2": 2.008,
  "charge": 1
}

=====

No. 3
{
  "formula": "C2H10N3",
  "method": "ωB97M-V with the def2-TZVPD basis set",
  "species": ["N", "C", "N", "H", "H", "H", "H", "H", "C", "N", "H", "H", "H", "H", "H"],
  "positions_angstrom": [[-1.1872, 0.5445, -0.3460], [-0.6954, 0.8450, -1.5100], [0.5544, 0.6354, -1.8672], [-0.7247, -0.0828, 0.3875], [-2.1441, 0.8199, -0.1939], [-1.3264, 1.3130, -2.2484], [0.8437, 0.8176, -2.8130], [1.1886, 0.1578, -1.2438], [1.2230, -0.6115, 1.8089], [-0.0965, -1.2082, 1.5116], [1.8257, -0.6206, 0.9076], [1.7893, -1.1715, 2.5461], [1.0937, 0.3978, 2.1713], [0.0355, -2.1678, 1.2166], [-0.6324, -1.2741, 2.3693]],
  "forces_ev_per_angstrom": [[-0.1024, 0.0943, -0.1874], [0.3066, -0.0220, 0.1378], [-0.1796, -0.2879, 0.1457], [-0.1389, -0.0765, -0.1243], [-0.1018, -0.1088, 0.1291], [-0.1658, 0.1779, -0.0468], [0.0957, 0.0183, 0.0062], [0.1128, 0.0812, -0.1183], [-0.0947, -0.4985, 0.0983], [0.2743, 0.1967, 0.0945], [0.1064, 0.1936, -0.2151], [0.0360, -0.0638, 0.2048], [0.0174, 0.2945, -0.0189], [-0.0591, -0.0831, -0.1453], [-0.1068, 0.0841, 0.0399]],
  "charge": 1
}

=====

The ΔE to the lowest compared entry with this formula, charge and spin results, record by record, are as follows: 10.07 53.08 6.80 kcal per mole.